Entry 1:
{"formula": "C49H48Br2F9NO9PS", "method": "the ωB97M-V functional and the def2-TZVPD basis", "charge": 1, "orbital_gap_ev": 8.13, "fmax_ev_per_a": 7.46, "spin_multiplicity": 1, "elements": ["C", "C", "C", "C", "C", "C", "C", "C", "O", "C", "S", "O", "O", "C", "F", "F", "C", "F", "F", "C", "F", "F", "C", "F", "F", "F", "C", "C", "Br", "C", "C", "Br", "N", "O", "C", "C", "C", "P", "C", "O", "H", "H", "H", "H", "H", "H", "H", "H", "H", "H", "H", "H", "H", "H", "H", "H", "H", "H", "H", "H", "H", "H", "H", "H", "H", "H", "H", "H", "H", "H", "H", "H", "C", "C", "C", "C", "C", "C", "C", "O", "C", "C", "C", "C", "C", "C", "C", "O", "H", "H", "H", "H", "H", "H", "H", "H", "C", "C", "C", "C", "C", "C", "C", "O", "C", "C", "C", "C", "C", "C", "C", "O", "H", "H", "H", "H", "H", "H", "H", "H"], "coordinates": [[-1.533, -7.059, -0.555], [-3.043, -6.547, -0.480], [-3.109, -4.993, -0.213], [-3.308, -4.124, -1.538], [-3.961, -2.756, -1.094], [-3.710, -1.570, -2.122], [-4.494, -0.311, -1.560], [-3.854, 1.094, -1.985], [-2.991, 0.978, -3.132], [-1.611, 1.158, -2.810], [-0.648, 0.651, -4.281], [0.786, 0.412, -3.999], [-1.193, -0.672, -4.671], [-0.731, 1.693, -5.806], [0.163, 2.753, -5.828], [-0.264, 0.852, -6.801], [-2.146, 2.183, -6.290], [-2.860, 2.859, -5.310], [-2.828, 1.061, -6.722], [-2.101, 3.214, -7.510], [-1.120, 2.945, -8.425], [-1.832, 4.483, -7.010], [-3.481, 3.328, -8.291], [-3.512, 2.597, -9.437], [-4.580, 3.057, -7.529], [-3.604, 4.651, -8.679], [-1.239, 2.515, -2.072], [-0.366, 3.555, -2.809], [-1.031, 5.095, -3.858], [1.016, 3.510, -2.739], [1.944, 4.595, -3.401], [1.990, 2.135, -1.754], [-2.463, 3.081, -1.387], [-3.308, 3.776, -2.209], [-3.838, 4.981, -1.605], [-5.392, 5.125, -1.899], [-3.289, 1.952, -0.782], [-2.436, 1.088, 0.653], [-3.788, 0.900, 1.953], [-1.961, -0.498, 0.330], [-1.254, -7.364, -1.595], [-1.383, -7.928, 0.145], [-0.869, -6.231, -0.179], [-3.660, -6.889, -1.352], [-3.484, -7.043, 0.434], [-4.021, -4.801, 0.426], [-2.219, -4.652, 0.385], [-4.092, -4.680, -2.131], [-2.350, -3.998, -2.104], [-3.543, -2.503, -0.074], [-5.069, -2.894, -0.926], [-2.617, -1.397, -2.276], [-4.168, -1.841, -3.112], [-5.544, -0.376, -1.968], [-4.586, -0.425, -0.450], [-4.750, 1.669, -2.364], [-1.410, 0.326, -2.063], [-0.608, 2.216, -1.176], [3.026, 4.400, -3.181], [1.735, 4.736, -4.488], [1.688, 5.566, -2.890], [-2.084, 3.635, -0.592], [-3.731, 5.039, -0.489], [-3.274, 5.863, -2.026], [-5.916, 4.383, -1.228], [-5.687, 6.145, -1.526], [-5.642, 4.957, -2.973], [-4.187, 2.483, -0.342], [-3.293, 0.422, 2.848], [-4.221, 1.889, 2.244], [-4.606, 0.201, 1.639], [-1.036, -0.458, 0.008], [4.818, -1.363, -1.186], [4.096, -1.243, -0.001], [4.657, -0.600, 1.094], [5.948, -0.084, 1.013], [6.680, -0.225, -0.166], [6.108, -0.856, -1.269], [8.076, 0.276, -0.253], [8.712, 0.156, -1.282], [8.679, 0.917, 0.941], [10.005, 1.341, 0.896], [10.576, 1.954, 2.003], [9.822, 2.154, 3.156], [8.502, 1.728, 3.208], [7.930, 1.100, 2.104], [6.530, 0.617, 2.184], [5.870, 0.788, 3.192], [4.376, -1.857, -2.043], [3.093, -1.650, 0.068], [4.090, -0.504, 2.013], [6.669, -0.956, -2.191], [10.595, 1.190, -0.001], [11.609, 2.279, 1.967], [10.267, 2.639, 4.018], [7.921, 1.881, 4.110], [0.128, -3.860, 9.779], [0.986, -2.786, 10.002], [1.249, -1.881, 8.983], [0.663, -2.053, 7.731], [-0.178, -3.144, 7.500], [-0.452, -4.040, 8.531], [-0.770, -3.369, 6.160], [-1.506, -4.315, 5.956], [-0.441, -2.421, 5.064], [-0.944, -2.650, 3.785], [-0.653, -1.763, 2.758], [0.133, -0.639, 3.006], [0.639, -0.410, 4.277], [0.361, -1.306, 5.308], [0.937, -1.071, 6.656], [1.625, -0.091, 6.870], [-0.083, -4.560, 10.578], [1.448, -2.654, 10.974], [1.912, -1.043, 9.163], [-1.115, -4.880, 8.359], [-1.558, -3.521, 3.588], [-1.040, -1.946, 1.765], [0.354, 0.057, 2.202], [1.254, 0.462, 4.466]], "forces_ev_per_a": [[-0.5, 0.1, 0.2], [0.8, -0.2, 1.3], [-0.9, -0.2, -0.8], [-1.0, -0.3, 1.3], [0.7, 0.1, -0.4], [-1.0, -0.4, 0.8], [0.6, -0.2, -0.5], [-2.5, -0.1, 0.1], [1.1, 1.1, 0.6], [-1.5, -0.2, 1.4], [3.2, -6.7, -0.2], [-2.4, 2.5, 0.1], [-0.8, 3.3, 0.5], [1.0, 1.3, -2.8], [-1.4, -1.3, 0.8], [-0.8, 0.7, 1.7], [-1.0, 0.2, -0.7], [1.0, -1.4, -0.9], [0.7, 1.6, 0.9], [0.7, 1.0, -0.2], [-1.1, -0.1, 1.1], [-0.3, -1.8, -0.3], [-1.3, 1.5, -1.3], [0.2, 0.5, 1.9], [1.6, 0.0, -0.8], [0.2, -1.8, 0.5], [1.2, 0.0, -0.3], [1.8, 0.2, 0.1], [0.1, -1.3, 0.9], [-0.6, 0.7, -0.5], [-0.3, -0.1, 1.1], [-0.8, 1.0, -0.4], [0.7, -1.4, 1.1], [-0.4, 0.8, -0.3], [-1.2, 2.0, -0.1], [0.9, -0.5, 1.0], [-1.7, -1.3, -0.6], [1.0, 0.4, 1.6], [0.0, -1.0, -0.3], [-0.5, 1.5, -0.8], [0.0, 0.3, 0.9], [-0.1, 0.8, -0.9], [-0.4, -0.9, -0.6], [0.6, 0.5, 0.7], [0.3, 0.5, -1.0], [0.9, -0.1, -0.6], [-0.7, -0.3, -0.6], [1.2, 0.6, 0.2], [-0.9, -0.1, 0.4], [-0.3, 0.1, -1.1], [1.1, 0.1, -0.3], [-0.9, -0.2, 0.2], [0.7, 0.2, 0.8], [1.1, 0.3, 0.4], [0.2, 0.3, -0.9], [1.2, -0.4, 0.2], [0.6, 0.7, -1.1], [-0.6, 0.2, -1.0], [-1.1, -0.1, -0.4], [0.2, -0.4, 0.9], [0.2, -0.8, -0.5], [-0.3, 0.2, -0.5], [0.2, -0.6, -0.9], [-0.5, -1.0, 0.3], [0.3, 0.7, -1.0], [0.2, -0.9, -0.7], [0.2, 0.3, 0.9], [1.0, -0.6, -0.3], [-0.4, 0.7, -0.9], [0.5, -0.7, -0.4], [0.6, 0.7, 0.2], [-0.6, -0.2, 0.4], [0.1, 0.1, 0.0], [0.1, 0.1, 0.0], [-0.2, -0.1, -0.1], [-0.1, -0.1, -0.2], [-0.3, -0.1, 0.0], [-0.2, -0.1, -0.1], [0.5, 0.0, -0.6], [-0.2, 0.0, 0.2], [0.1, 0.1, 0.2], [0.2, 0.1, 0.1], [-0.1, 0.0, 0.0], [-0.1, -0.1, -0.1], [0.2, 0.1, 0.1], [0.2, 0.1, 0.0], [-0.3, 0.1, 0.7], [0.1, 0.0, -0.2], [0.0, 0.0, 0.1], [0.1, 0.0, 0.0], [0.2, 0.1, 0.0], [0.1, 0.1, 0.2], [-0.2, 0.0, 0.0], [-0.1, 0.0, 0.0], [0.0, 0.0, -0.1], [-0.1, -0.1, -0.1], [0.0, 0.1, -0.1], [0.0, 0.0, -0.1], [0.0, 0.0, 0.2], [0.0, -0.2, 0.1], [0.1, 0.1, 0.2], [0.0, -0.1, 0.2], [-0.4, -0.6, 0.1], [0.1, 0.2, -0.1], [0.1, 0.2, -0.3], [0.0, 0.1, -0.2], [0.1, -0.1, 0.2], [-0.1, -0.1, 0.1], [0.0, 0.1, -0.2], [-0.1, -0.1, -0.3], [0.5, 0.6, 0.3], [-0.2, -0.2, -0.1], [0.0, 0.0, -0.1], [0.0, 0.0, -0.1], [-0.1, 0.0, -0.2], [0.1, 0.1, -0.1], [0.1, 0.0, 0.2], [0.0, -0.1, 0.1], [0.0, 0.0, 0.1], [0.0, -0.1, 0.1]], "lowdin_charge": [-0.114, -0.248, -0.233, -0.189, -0.223, -0.173, -0.113, -0.248, -0.097, -0.273, 0.837, -0.321, -0.257, -0.388, 0.079, 0.114, -0.287, 0.085, 0.138, -0.264, 0.151, 0.081, -0.429, 0.165, 0.151, 0.128, -0.219, -0.563, 0.879, -0.659, -0.153, 0.816, -0.089, -0.135, -0.207, -0.044, -0.293, 0.948, -0.228, -0.316, 0.067, 0.071, 0.063, 0.103, 0.101, 0.107, 0.099, 0.115, 0.117, 0.093, 0.125, 0.091, 0.131, 0.131, 0.081, 0.156, 0.135, 0.094, 0.077, 0.071, 0.083, 0.192, 0.135, 0.103, 0.083, 0.097, 0.092, 0.146, 0.058, 0.056, 0.050, 0.064, -0.060, -0.072, -0.005, -0.082, -0.079, 0.005, -0.279, 0.110, -0.085, 0.004, -0.051, -0.052, 0.003, -0.086, -0.280, 0.104, 0.109, 0.101, 0.116, 0.123, 0.123, 0.110, 0.110, 0.122, -0.050, -0.049, 0.005, -0.085, -0.085, 0.004, -0.278, 0.110, -0.076, 0.009, -0.075, -0.075, 0.005, -0.077, -0.278, 0.111, 0.111, 0.111, 0.123, 0.123, 0.122, 0.077, 0.089, 0.124]}



Entry 2:
{"formula": "C27H26N4O3S", "method": "the ωB97M-V functional and the def2-TZVPD basis", "orbital_gap_ev": 7.45, "relative_energy_kj_mol": 24.5, "smiles": "Cc1ccc(-n2c(SCC(=O)Nc3ccc(N4CCOCC4)cc3)nc3ccccc3c2=O)cc1", "fmax_ev_per_a": 0.84, "spin_multiplicity": 1, "elements": ["C", "C", "C", "C", "C", "N", "C", "S", "C", "C", "O", "N", "C", "C", "C", "C", "N", "C", "C", "O", "C", "C", "C", "C", "N", "C", "C", "C", "C", "C", "C", "C", "O", "C", "C", "H", "H", "H", "H", "H", "H", "H", "H", "H", "H", "H", "H", "H", "H", "H", "H", "H", "H", "H", "H", "H", "H", "H", "H", "H", "H"], "coordinates": [[-7.498, -3.005, -2.087], [-6.485, -2.043, -1.547], [-5.146, -2.159, -1.900], [-4.200, -1.289, -1.394], [-4.592, -0.293, -0.512], [-3.621, 0.616, 0.009], [-2.699, 0.188, 0.912], [-2.842, -1.489, 1.408], [-1.661, -1.574, 2.797], [-0.236, -1.916, 2.354], [0.243, -3.009, 2.566], [0.365, -0.873, 1.747], [1.650, -0.797, 1.196], [2.581, -1.827, 1.278], [3.837, -1.677, 0.727], [4.210, -0.501, 0.066], [5.459, -0.357, -0.489], [6.337, -1.484, -0.708], [7.305, -1.149, -1.841], [8.134, -0.043, -1.544], [7.532, 0.888, -0.669], [6.013, 0.938, -0.814], [3.260, 0.525, -0.018], [2.008, 0.378, 0.541], [-1.771, 0.924, 1.421], [-1.697, 2.240, 1.044], [-0.690, 3.048, 1.583], [-0.601, 4.369, 1.207], [-1.505, 4.914, 0.296], [-2.502, 4.131, -0.240], [-2.608, 2.788, 0.126], [-3.653, 1.946, -0.446], [-4.489, 2.301, -1.246], [-5.924, -0.155, -0.154], [-6.860, -1.030, -0.673], [-7.259, -3.283, -3.111], [-8.496, -2.576, -2.059], [-7.501, -3.913, -1.484], [-4.839, -2.935, -2.585], [-3.163, -1.377, -1.681], [-2.035, -2.378, 3.430], [-1.704, -0.618, 3.317], [-0.210, -0.034, 1.635], [2.319, -2.741, 1.782], [4.540, -2.488, 0.830], [5.746, -2.355, -1.001], [6.908, -1.738, 0.198], [7.973, -1.993, -2.034], [6.728, -0.945, -2.756], [7.784, 0.636, 0.373], [7.971, 1.860, -0.905], [5.755, 1.240, -1.841], [5.622, 1.690, -0.123], [3.490, 1.440, -0.540], [1.291, 1.183, 0.457], [0.001, 2.619, 2.292], [0.178, 4.991, 1.623], [-1.420, 5.952, 0.013], [-3.217, 4.525, -0.946], [-6.221, 0.635, 0.518], [-7.898, -0.921, -0.395]], "forces_ev_per_a": [[0.0, -0.1, 0.0], [0.1, 0.0, 0.0], [-0.1, 0.0, 0.0], [0.0, 0.2, 0.1], [-0.4, -0.3, -0.3], [-0.1, 0.1, -0.1], [0.6, -0.1, 0.6], [0.0, -0.4, 0.2], [-0.1, 0.1, -0.3], [-0.4, 0.3, 0.1], [0.1, -0.3, 0.0], [0.0, 0.3, -0.1], [0.3, -0.2, -0.1], [-0.2, 0.0, 0.1], [0.2, 0.2, -0.2], [-0.2, -0.1, 0.1], [0.3, 0.0, -0.1], [0.2, 0.0, -0.1], [-0.2, -0.3, 0.0], [0.1, 0.0, 0.0], [-0.1, 0.2, 0.2], [0.2, 0.1, -0.1], [0.1, 0.0, 0.0], [-0.1, -0.2, 0.1], [-0.2, -0.3, 0.1], [-0.3, 0.5, -0.4], [-0.1, 0.1, -0.1], [0.0, -0.1, 0.1], [-0.1, 0.1, -0.1], [0.0, -0.1, 0.0], [0.4, 0.1, 0.3], [0.0, 0.2, -0.2], [0.0, 0.0, 0.0], [0.2, 0.0, 0.0], [0.1, 0.0, 0.0], [0.0, 0.0, -0.1], [-0.1, 0.0, 0.0], [-0.1, -0.1, 0.0], [0.0, -0.1, -0.1], [0.1, 0.0, 0.0], [0.1, 0.1, -0.1], [0.0, -0.1, 0.1], [0.0, -0.3, 0.1], [0.0, 0.0, 0.0], [0.1, -0.1, 0.0], [0.1, 0.0, 0.0], [0.0, -0.1, -0.1], [-0.1, 0.0, 0.0], [0.1, -0.1, 0.1], [0.0, 0.1, -0.1], [-0.1, 0.0, 0.1], [0.0, 0.1, 0.1], [0.0, 0.0, -0.1], [0.0, 0.1, -0.1], [-0.1, 0.1, 0.0], [0.1, -0.1, 0.1], [0.1, 0.0, 0.0], [0.0, 0.1, 0.0], [0.0, 0.1, -0.1], [0.0, 0.1, 0.1], [-0.1, 0.0, 0.0]], "lowdin_charge": [-0.048, -0.270, -0.028, -0.036, -0.284, 0.050, -0.541, 1.069, -0.337, -0.539, 0.060, 0.120, -0.222, -0.006, -0.016, -0.231, -0.105, -0.149, -0.187, -0.131, -0.188, -0.148, -0.024, -0.021, 0.071, -0.208, -0.021, -0.068, -0.073, -0.004, -0.065, -0.348, 0.112, 0.004, -0.025, 0.079, 0.077, 0.087, 0.116, 0.122, 0.083, 0.083, 0.083, 0.101, 0.100, 0.126, 0.132, 0.126, 0.128, 0.128, 0.126, 0.132, 0.124, 0.099, 0.099, 0.114, 0.107, 0.104, 0.121, 0.127, 0.114]}